49
Properties=species:S:1:pos:R:3:nbo_charge:R:1 method="wB97M-V/def2-TZVPD" homo_energy_ha=-0.306 total_charge=0 spin_multiplicity=1 smiles="CCOCCCNC(=O)c1cccc(NC(=O)C2=C(C)OCCS2)c1" e_tot_ev=-41061.333 homo_lumo_gap_ev=8.77 e_above_lowest_kcal_mol=33.61 largest_force_ev_per_a=0.94
C -7.280 -2.418 2.384 -0.62
C -6.323 -1.564 1.567 -0.06
O -5.708 -2.390 0.599 -0.54
C -4.642 -1.793 -0.098 -0.06
C -5.078 -0.700 -1.081 -0.44
C -3.949 -0.297 -2.034 -0.22
N -2.814 0.269 -1.343 -0.61
C -2.721 1.597 -1.093 0.66
O -3.558 2.396 -1.467 -0.62
C -1.510 2.011 -0.320 -0.11
C -1.591 3.174 0.439 -0.19
C -0.494 3.605 1.162 -0.20
C 0.685 2.885 1.132 -0.25
C 0.780 1.723 0.366 0.24
N 1.999 1.046 0.359 -0.63
C 2.285 -0.186 -0.156 0.66
O 1.451 -0.905 -0.677 -0.63
C 3.705 -0.579 -0.033 -0.40
C 4.142 -1.800 -0.415 0.41
C 3.244 -2.892 -0.905 -0.66
O 5.424 -2.242 -0.400 -0.48
C 6.472 -1.343 -0.122 -0.08
C 6.174 -0.482 1.092 -0.55
S 4.820 0.640 0.656 0.21
C -0.322 1.293 -0.366 -0.26
H -6.736 -3.222 2.873 0.21
H -7.774 -1.809 3.136 0.21
H -8.029 -2.857 1.730 0.21
H -6.873 -0.745 1.084 0.16
H -5.553 -1.121 2.220 0.16
H -3.909 -1.385 0.616 0.16
H -4.176 -2.617 -0.648 0.18
H -5.402 0.188 -0.537 0.21
H -5.920 -1.073 -1.666 0.21
H -3.611 -1.161 -2.611 0.19
H -4.320 0.473 -2.715 0.23
H -2.151 -0.363 -0.926 0.40
H -2.518 3.727 0.445 0.24
H -0.555 4.507 1.752 0.22
H 1.545 3.223 1.694 0.21
H 2.747 1.527 0.842 0.40
H 3.838 -3.796 -1.018 0.22
H 2.804 -2.617 -1.861 0.25
H 2.423 -3.062 -0.213 0.25
H 7.350 -1.973 0.049 0.20
H 6.657 -0.701 -0.994 0.19
H 7.026 0.139 1.362 0.24
H 5.868 -1.094 1.940 0.23
H -0.221 0.415 -0.982 0.25